Entry 1:
DFT (wB97M-V/def2-TZVPD) results for the molecule C4H6N2O.

Structure (XYZ):
```
13
C4H6N2O | the Open Molecules 2025 dataset | wB97M-V/def2-TZVPD
C -0.68796 1.75299 -0.90086
C -0.13817 0.51446 -0.27317
C 0.56339 0.51369 0.89228
N 0.79608 -0.85051 1.18236
C 0.23815 -1.51928 0.15334
O 0.29907 -2.85737 0.09340
N -0.34023 -0.76794 -0.74083
H -1.77422 1.82452 -0.77262
H -0.46287 1.84487 -1.96869
H -0.22270 2.60272 -0.39316
H 0.55796 1.34886 1.58074
H 1.37014 -1.34173 1.85947
H -0.19864 -3.06528 -0.71227
```

Values from the calculation:
gap between HOMO and LUMO: 9.05 eV
multiplicity: 1
E_LUMO: 0.83 eV
SMILES: Cc1c[nH]c(O)n1
ΔE to the lowest compared entry with this formula, charge and spin: 43.8 kJ/mol

---

Entry 2:
DFT (wB97M-V/def2-TZVPD) results for the molecule C4H3O2P.

Structure (XYZ):
```
10
C4H3O2P | the Open Molecules 2025 dataset | wB97M-V/def2-TZVPD
O -2.13003 0.13447 -0.46020
C -0.96434 0.45908 -0.80695
C 0.12284 0.06673 -0.04192
C -0.28568 -0.70190 1.05586
C -1.60971 -0.90648 1.18274
P -2.87625 -1.83308 1.95755
O -4.17217 -1.66766 1.31822
H -0.85135 1.04306 -1.71693
H 1.14251 0.30843 -0.27417
H 0.42914 -1.10440 1.75671
```

Values from the calculation:
gap between HOMO and LUMO: 8.12 eV
multiplicity: 1
E_LUMO: -0.94 eV
SMILES: O=C/C=C\C#P=O
ΔE to the lowest compared entry with this formula, charge and spin: 231.5 kJ/mol

---

Entry 3:
DFT (wB97M-V/def2-TZVPD) results for the molecule C5H5NO2.

Structure (XYZ):
```
13
C5H5NO2 | the Open Molecules 2025 dataset | wB97M-V/def2-TZVPD
O -2.57568 0.90554 0.05259
C -2.55432 -0.28201 -0.01938
O -1.37560 -0.94130 -0.36373
C -0.22198 -0.29634 -0.06959
C 0.16478 0.90717 -0.07825
C 1.47960 1.04515 -0.13718
N 1.93080 -0.25401 -0.07380
C 0.85728 -1.16800 0.09128
H -3.27170 -1.08099 0.57159
H -0.46756 1.69797 -0.35613
H 1.98216 1.92613 -0.10293
H 2.86324 -0.33670 0.56938
H 1.18896 -2.12259 -0.08385
```

Values from the calculation:
gap between HOMO and LUMO: 9.17 eV
multiplicity: 1
E_LUMO: 0.94 eV
SMILES: O=COc1cc[nH]c1
ΔE to the lowest compared entry with this formula, charge and spin: 327.4 kJ/mol

---

Entry 4:
DFT (wB97M-V/def2-TZVPD) results for the molecule C7H10N2O2.

Structure (XYZ):
```
21
C7H10N2O2 | the Open Molecules 2025 dataset | wB97M-V/def2-TZVPD
N 3.95854 -0.09777 -0.97603
C 2.90223 0.02575 -0.51278
C 1.61047 -0.07295 0.05774
C 1.01053 1.29696 0.06996
O 1.73388 2.22069 -0.27467
N -0.24092 1.47235 0.44402
C -1.37791 0.62618 0.50273
C -2.08988 0.42453 -0.81973
O -3.19903 -0.44275 -0.71255
C 1.30584 -1.16035 1.08967
C 0.88592 -1.39461 -0.33655
H -0.41491 2.46453 0.60799
H -1.13951 -0.34667 0.88335
H -2.19476 0.94908 1.18728
H -1.37842 0.09510 -1.57881
H -2.44177 1.39190 -1.12933
H -2.94347 -1.20634 -0.20007
H 2.18441 -1.65034 1.47768
H 0.51442 -1.10072 1.79849
H 1.44992 -2.06515 -0.99526
H -0.13559 -1.42941 -0.58313
```

Values from the calculation:
gap between HOMO and LUMO: 10.56 eV
multiplicity: 1
E_LUMO: 0.35 eV
SMILES: N#CC1(C(=O)NCCO)CC1
ΔE to the lowest compared entry with this formula, charge and spin: 237.0 kJ/mol

---

Entry 5:
DFT (wB97M-V/def2-TZVPD) results for C25H17N5ORhS4 as an isolated structure.

Structure (XYZ):
```
53
C25H17N5ORhS4 | the Open Molecules 2025 dataset | wB97M-V/def2-TZVPD
Rh -0.04064 -0.06990 0.14850
O 2.06195 3.56246 5.61275
C 1.72286 2.97742 4.63297
S 0.11232 3.18508 3.87110
C 0.38057 1.98439 2.63761
C 1.52650 1.31584 2.64056
S 1.82240 0.04896 1.45725
S 2.69901 1.67616 3.87750
S -0.86322 1.61323 1.45123
C 3.75613 -0.35273 -2.37224
C 2.75837 -0.52134 -1.40488
N 1.65556 0.20422 -1.37891
C 1.49353 1.15211 -2.32818
C 2.43914 1.40625 -3.32234
C 3.60212 0.61826 -3.32465
C 2.18095 2.42825 -4.30263
C 1.01661 3.10590 -4.30160
C 0.00176 2.82399 -3.32031
C -1.25902 3.44368 -3.32159
C -2.17923 3.09397 -2.37039
C -1.83131 2.14182 -1.40487
N -0.65423 1.54448 -1.37879
C 0.24959 1.87571 -2.32710
H 4.63460 -0.98098 -2.34236
H 2.87780 -1.25745 -0.62069
H 4.35863 0.78029 -4.08233
H 2.93959 2.63282 -5.04693
H 0.81840 3.86700 -5.04508
H -1.49314 4.18248 -4.07790
H -3.16044 3.54520 -2.34025
H -2.53065 1.87834 -0.62212
N -1.73420 -3.09966 0.13710
C -1.48676 -2.59791 1.40433
C -1.96777 -3.40687 2.44247
C -1.77632 -3.03012 3.74351
C -1.10128 -1.84239 3.98868
C -0.66376 -1.10556 2.92033
N -0.84101 -1.45340 1.61732
C -1.51682 -2.65587 -1.13837
C -2.01110 -3.49810 -2.15524
C -1.84114 -3.15751 -3.46444
C -1.17280 -1.96749 -3.75674
C -0.72735 -1.20950 -2.71184
N -0.87920 -1.51702 -1.39748
H -2.22319 -3.97882 0.16535
H -2.48672 -4.32459 2.19988
H -2.14404 -3.64690 4.55243
H -0.91192 -1.48514 4.98978
H -0.14142 -0.18997 3.10036
H -2.52311 -4.41079 -1.88046
H -2.21816 -3.79769 -4.25056
H -1.00214 -1.63815 -4.77066
H -0.21342 -0.29518 -2.92461
```

Values from the calculation:
gap between HOMO and LUMO: 6.09 eV
multiplicity: 1
total charge: +1
E_LUMO: -3.42 eV

---

Entry 6:
DFT (wB97M-V/def2-TZVPD) results for C44H31Cl3N3O4PS5W as an isolated structure.

Structure (XYZ):
```
92
C44H31Cl3N3O4PS5W | the Open Molecules 2025 dataset | wB97M-V/def2-TZVPD
W 0.41307 -1.12658 -0.81388
S 5.09810 -0.96202 -1.15787
C 3.45444 -1.14607 -1.13831
S 2.34188 -0.20680 -2.07999
S 2.58253 -2.21167 -0.06054
S -0.99596 -2.44461 -5.17966
C 0.56508 -3.17832 -4.98021
C 1.25954 -3.98017 -5.87747
C 2.49685 -4.46519 -5.49607
C 3.01791 -4.15833 -4.23712
C 2.32186 -3.36710 -3.34303
C 1.07992 -2.86029 -3.71967
N 0.25000 -2.05022 -2.94869
C -0.85935 -1.76303 -3.57870
C -1.81168 -0.89171 -2.97346
C -3.00117 -0.49349 -3.60673
C -3.82199 0.42051 -2.99612
C -3.45158 0.92719 -1.73836
C -2.29540 0.51449 -1.11778
C -1.39706 -0.41350 -1.70949
H 0.84146 -4.21512 -6.84877
H 3.06332 -5.08867 -6.17730
H 3.98612 -4.54748 -3.94777
H 2.71264 -3.15414 -2.35826
H -3.27076 -0.90801 -4.57427
H -4.74301 0.73975 -3.46883
H -4.09603 1.64218 -1.23753
H -2.07773 0.88906 -0.12656
Cl -4.33771 -7.38859 -0.13299
C -3.18773 -6.08044 -0.27592
C -3.56229 -4.80000 0.06906
C -2.64585 -3.76821 -0.05021
Cl -3.14036 -2.16430 0.38824
C -1.32153 -3.95856 -0.51680
O -0.44684 -3.02399 -0.62327
C -1.00757 -5.30742 -0.84312
Cl 0.59765 -5.64018 -1.40397
C -1.90697 -6.34532 -0.73271
H -4.55965 -4.58870 0.42828
H -1.60666 -7.34903 -0.99767
N 0.52440 0.41108 0.19866
P 0.70509 1.97560 0.39772
C 1.11395 2.86913 -1.12505
C 2.09611 3.85262 -1.13576
C 2.39823 4.52068 -2.31413
C 1.71788 4.20837 -3.48185
C 0.73269 3.22929 -3.47199
C 0.43200 2.55663 -2.29884
C 2.04336 2.29757 1.56469
C 3.19671 1.53150 1.39070
C 4.25303 1.66563 2.27524
C 4.15420 2.55343 3.34314
C 3.00803 3.31567 3.51676
C 1.95319 3.19589 2.62102
C -0.75692 2.79334 1.04747
C -1.55490 3.63287 0.26836
C -2.67883 4.21573 0.82936
C -2.99608 3.98001 2.16435
C -2.20058 3.15552 2.94385
C -1.08747 2.55228 2.37403
H 2.63893 4.08512 -0.22746
H 3.17558 5.27463 -2.32041
H 1.96376 4.72048 -4.40452
H 0.20983 2.97091 -4.38414
H -0.31415 1.77026 -2.29710
H 3.26400 0.81878 0.57971
H 5.14120 1.06389 2.12857
H 4.97256 2.63997 4.04849
H 2.89751 3.97588 4.36845
H 1.05216 3.76887 2.79846
H -1.30485 3.82188 -0.76713
H -3.30387 4.86327 0.22604
H -3.86609 4.45488 2.60274
H -2.41000 2.99192 3.99533
H -0.46351 1.91528 2.98229
N -0.16818 -1.91006 1.90451
C -0.31015 -1.06030 3.00933
C -1.56510 -0.73136 3.52531
C -1.67476 0.18420 4.56423
C -0.54160 0.77933 5.10132
C 0.70870 0.41536 4.61875
C 0.82761 -0.48691 3.57596
S -0.65358 2.17107 6.21867
O 0.16273 1.83137 7.37385
O -2.07964 2.31451 6.49637
O -0.10479 3.26518 5.41275
H 0.74620 -2.34077 1.86979
H -0.88898 -2.61331 1.83616
H -2.45446 -1.17164 3.08653
H -2.64578 0.47541 4.94469
H 1.59365 0.88247 5.03274
H 1.80353 -0.73932 3.17552
```

Values from the calculation:
gap between HOMO and LUMO (spin up / spin down): 5.51 / 5.51 eV
multiplicity: 1
total charge: -2
E_LUMO (spin up / spin down): 3.59 / 3.59 eV
ΔE to the lowest compared entry with this formula, charge and spin: 0.0 kJ/mol

---

We obtain max |F| values of 0.813; 2.902; 10.049; 3.115; 0.956; 0.949 eV/Å for the records listed above, in that order.